Record 1
Below is C28H73NbO6P as an isolated structure, with properties calculated with wB97M-V/def2-TZVPD.

Spin multiplicity = 1
Calculated total energy = -53339.387 eV
Net charge = -1

Positions of all 109 atoms, in Å:
C  -5.4150  -5.8449  -0.7705
C  -5.3072  -4.7755  0.3166
C  -5.6290  -3.3658  -0.1777
C  -4.8740  -2.9613  -1.4383
C  -5.0705  -1.4803  -1.7937
C  -3.8212  -0.8220  -2.3708
C  -3.2794  -1.5248  -3.6333
C  -1.9212  -2.2170  -3.4280
C  -0.7233  -1.3886  -3.9183
C  0.4763  -1.4556  -2.9795
C  1.6904  -0.6808  -3.4904
C  3.0132  -1.1803  -2.9178
C  3.1336  -0.9253  -1.4195
C  4.5176  -1.2382  -0.8527
C  4.7775  -0.6794  0.5525
C  5.4990  0.6702  0.6131
C  5.0035  1.7875  -0.3192
C  5.1684  3.1742  0.3171
Nb  3.7535  3.3652  2.0441
P  5.1709  5.5881  2.2781
O  5.9755  5.6454  3.5636
H  -4.5164  -5.8808  -1.3889
H  -5.5550  -6.8374  -0.3394
H  -6.2518  -5.6318  -1.4412
H  -4.2998  -4.7869  0.7456
H  -6.0134  -5.0301  1.1106
H  -5.3864  -2.6614  0.6228
H  -6.7113  -3.2957  -0.3346
H  -3.8057  -3.1564  -1.2835
H  -5.1973  -3.5799  -2.2791
H  -5.4044  -0.9344  -0.9065
H  -5.8823  -1.4040  -2.5253
H  -4.0529  0.2212  -2.5946
H  -3.0517  -0.8243  -1.5906
H  -3.1803  -0.7836  -4.4291
H  -4.0121  -2.2513  -3.9925
H  -1.7770  -2.4003  -2.3581
H  -1.9188  -3.1936  -3.9186
H  -1.0276  -0.3426  -4.0334
H  -0.4095  -1.7473  -4.9040
H  0.1639  -1.0447  -2.0144
H  0.7469  -2.5065  -2.8193
H  1.5810  0.3736  -3.2149
H  1.7169  -0.7187  -4.5843
H  3.1121  -2.2572  -3.1011
H  3.8476  -0.6884  -3.4284
H  2.3990  -1.5506  -0.9005
H  2.8526  0.1103  -1.2166
H  4.6002  -2.3294  -0.8035
H  5.3040  -0.9180  -1.5465
H  5.4187  -1.3929  1.0791
H  3.8506  -0.6411  1.1301
H  5.4679  1.0342  1.6466
H  6.5551  0.4872  0.3847
H  3.9587  1.6302  -0.5926
H  5.5720  1.7606  -1.2559
H  4.9567  3.9628  -0.4177
H  6.2154  3.3129  0.6136
H  4.7964  2.5616  3.3290
H  3.0898  4.1323  3.5733
H  2.5107  4.5269  1.3351
H  2.5854  1.9876  1.6993
H  4.4022  6.7722  2.1208
H  6.0476  5.7688  1.1648
C  5.9019  -2.0251  4.8410
C  5.1454  -0.8508  4.2481
O  3.9345  -1.2503  3.6166
H  6.1229  -2.7630  4.0683
H  6.8404  -1.6959  5.2901
H  5.3095  -2.5176  5.6170
H  5.7330  -0.3682  3.4682
H  4.9404  -0.0978  5.0149
H  3.3653  -1.6558  4.2790
C  9.5142  7.3821  4.3610
C  8.4568  7.4550  5.4530
O  7.1705  7.7027  4.9457
H  9.5293  8.3121  3.7898
H  10.5094  7.2106  4.7802
H  9.2863  6.5669  3.6714
H  8.6853  8.2747  6.1410
H  8.4667  6.5218  6.0344
H  6.9411  6.9609  4.3343
C  -4.5841  2.7512  0.7060
C  -4.3905  2.6209  -0.7919
O  -5.5875  2.2093  -1.4531
H  -4.9207  1.8027  1.1259
H  -3.6544  3.0415  1.1965
H  -5.3393  3.5077  0.9346
H  -3.6499  1.8546  -1.0154
H  -4.0384  3.5666  -1.2166
H  -6.2624  2.8751  -1.2830
C  -4.9460  -3.8383  4.3463
C  -5.4269  -2.5347  3.7391
O  -6.6970  -2.6638  3.1096
H  -4.8935  -4.6135  3.5811
H  -3.9579  -3.7190  4.7925
H  -5.6316  -4.1784  5.1267
H  -4.7464  -2.2061  2.9536
H  -5.4606  -1.7483  4.5006
H  -7.3398  -2.9371  3.7728
C  -7.5362  -1.1391  -5.9852
C  -6.1409  -0.5724  -5.8080
O  -5.1391  -1.3945  -6.3940
H  -7.5949  -2.1395  -5.5554
H  -8.2782  -0.5050  -5.4977
H  -7.7949  -1.2113  -7.0447
H  -5.8828  -0.5131  -4.7505
H  -6.0864  0.4413  -6.2201
H  -5.3087  -1.4627  -7.3396

***

Record 2
Below is C28H74N6O10Zr as an isolated structure, with properties calculated with wB97M-V/def2-TZVPD.

Spin multiplicity = 1
Calculated total energy = -60914.639 eV
Net charge = +2

Positions of all 119 atoms, in Å:
Zr  -8.1053  19.3067  24.6726
C  -10.7241  22.2260  23.5424
C  -10.8295  20.7708  23.0893
C  -11.0375  20.7175  21.5844
O  -9.6451  20.0159  23.4020
H  -10.1551  22.3470  24.4651
H  -11.6947  22.7096  23.6553
H  -10.2644  22.8234  22.7527
H  -11.6229  20.1919  23.5660
H  -11.8038  21.4514  21.3227
H  -11.2960  19.7327  21.2073
H  -10.1764  21.1380  21.0589
O  -4.7543  21.3923  24.2811
C  -5.7807  20.6602  24.2371
O  -5.8933  19.5412  24.8620
O  -6.9230  20.8598  23.6403
H  -4.9268  22.2052  23.6504
C  -1.5775  22.1122  23.2349
C  -0.5830  22.8376  22.3393
C  0.3460  21.8962  21.6023
O  1.1807  21.2454  22.5215
C  2.1057  20.3641  21.9335
N  -1.3741  23.6777  21.4232
H  -2.2353  22.8182  23.7413
H  -1.0462  21.5563  24.0075
H  -2.2009  21.4282  22.6494
H  -0.0864  23.5573  23.0037
H  0.8826  22.4167  20.8015
H  -0.2909  21.1469  21.1090
H  2.9944  20.9132  21.6036
H  1.7181  19.9372  20.9976
H  2.3605  19.5323  22.5839
H  -0.8827  24.3859  20.8849
H  -1.9996  24.2591  21.9915
C  -2.3585  23.0590  26.7594
C  -3.4384  22.3037  27.5706
C  -4.7539  23.0759  27.5255
O  -4.6439  24.3434  28.1016
C  -5.8015  25.1281  27.9442
N  -3.6726  20.9452  27.1300
H  -1.5087  22.4414  26.4840
H  -1.9833  23.8952  27.3489
H  -2.8785  23.4471  25.8804
H  -3.2468  22.4196  28.6438
H  -5.5168  22.5040  28.0759
H  -5.0855  23.1472  26.4713
H  -6.1043  25.3754  26.9222
H  -5.7183  26.0514  28.5103
H  -6.6101  24.5502  28.4127
H  -2.7888  20.4375  26.9777
H  -4.1362  20.9615  26.2278
C  -5.5843  16.3339  25.5412
C  -7.0112  16.3594  26.0994
C  -7.1716  15.6476  27.4258
O  -8.2274  16.2547  28.1396
C  -8.4482  15.6402  29.4025
N  -7.4040  17.8186  26.2721
H  -5.3101  15.3491  25.1692
H  -4.9105  16.7268  26.3054
H  -5.4834  16.9953  24.6778
H  -7.6482  15.8954  25.3381
H  -6.2365  15.8046  27.9908
H  -7.2460  14.5587  27.4076
H  -8.5181  14.5554  29.3228
H  -9.3408  16.0168  29.8974
H  -7.6434  15.9206  30.0911
H  -8.0500  17.6920  27.0955
H  -6.6211  18.1567  26.8584
C  -2.3212  18.2118  25.3261
C  -1.4403  18.2442  26.5824
C  -0.2357  17.3165  26.4049
O  0.5567  17.8196  25.3635
C  1.6101  16.9270  25.0650
N  -1.0105  19.6408  26.7633
H  -2.5623  17.1648  25.1088
H  -1.7752  18.5365  24.4390
H  -3.2371  18.7864  25.4537
H  -2.0903  17.9848  27.4189
H  -0.6085  16.3029  26.1926
H  0.3287  17.1866  27.3370
H  1.2412  15.8976  25.0250
H  2.4093  16.9326  25.8154
H  2.0930  17.1852  24.1254
H  -0.5607  19.7997  27.6595
H  -0.3117  19.8643  26.0603
C  -3.6819  21.4256  17.0314
C  -4.9180  21.8776  17.7991
C  -5.1691  20.9753  18.9976
O  -6.4066  21.3204  19.6066
C  -7.0737  20.2695  20.2727
N  -4.7231  23.2800  18.1836
H  -3.5207  22.0916  16.1880
H  -3.8054  20.4057  16.6592
H  -2.7962  21.3890  17.6715
H  -5.7443  21.8942  17.0828
H  -4.3744  21.1575  19.7392
H  -5.1216  19.9085  18.7485
H  -7.9592  20.7216  20.7111
H  -6.4470  19.7815  21.0324
H  -7.3140  19.5137  19.5199
H  -5.4924  23.5710  18.7863
H  -3.9228  23.2987  18.8203
C  -6.9530  24.2683  22.6098
C  -5.5191  24.4009  22.0962
C  -4.6779  25.3295  22.9865
O  -3.3846  25.5142  22.4060
C  -3.3928  26.5078  21.3956
N  -4.8705  23.0825  22.1765
H  -7.5238  23.4946  22.0939
H  -7.4709  25.2265  22.5591
H  -6.9626  23.9546  23.6621
H  -5.6776  24.7903  21.0862
H  -4.4520  24.8468  23.9404
H  -5.1824  26.2743  23.2037
H  -3.9821  26.2228  20.5180
H  -2.3865  26.6645  21.0101
H  -3.7666  27.4645  21.7661
H  -5.2410  22.5468  21.3838
H  -3.8899  23.2086  21.9145

***

Number 1: HOMO level -4.7 eV, orbital gap 6.609 eV. Number 2: HOMO level -12.6 eV, orbital gap 2.847 eV.